Below is a cluster of 9 separate species, C30H64Br2N4O16 in total at a distorted geometry, with properties calculated with ωB97M-V/def2-TZVPD.

Results
DFT total energy: -7752.3431 Eh
SMILES: CCOC(=O)OC.CCOC(=O)OC.CCOC(=O)OC.CCOC(=O)OC.CN(C)C=O.CN(C)C=O.CN(C)C=O.CN(C)C=O.BrCCBr

Structure (XYZ):
```
116
Properties=species:S:1:pos:R:3:forces:R:3
C -8.7791 21.8463 -23.1626 -0.07 1.08 -0.60
C -7.8063 22.8423 -22.5551 -0.29 -0.81 0.37
O -6.8773 23.2798 -23.5673 0.14 0.68 0.07
C -5.6399 22.8120 -23.4892 -0.80 0.30 -0.49
O -5.2724 21.8452 -22.8718 -1.57 2.33 -1.82
O -4.8597 23.5839 -24.2490 -0.24 0.20 0.14
C -3.5009 23.2427 -24.2568 1.60 -0.88 -0.43
H -9.6089 21.6473 -22.4863 0.29 -0.47 0.19
H -8.2901 20.9679 -23.5711 -0.15 -0.18 0.36
H -9.2441 22.3976 -23.9893 0.04 -0.18 -0.13
H -7.2069 22.4594 -21.7300 -0.23 -0.26 0.00
H -8.3833 23.6893 -22.1851 0.39 0.36 -0.25
H -2.9502 23.4386 -23.3333 -0.47 0.36 0.17
H -3.0121 23.7734 -25.0712 -0.27 0.29 0.07
H -3.3106 22.1816 -24.4524 -0.47 0.01 -0.03
C 2.3838 21.2446 -18.0001 0.00 0.74 0.43
C 1.2162 20.2990 -18.0742 0.39 -0.70 -0.98
O 0.1334 20.6995 -17.2479 0.18 -0.25 0.74
C -0.6844 21.6119 -17.7474 0.04 -0.09 -1.19
O -0.6513 22.0329 -18.8818 0.13 0.11 0.05
O -1.5683 21.9363 -16.8395 -0.27 0.29 0.92
C -2.5842 22.8772 -17.2282 0.00 -0.56 0.15
H 2.6641 21.4015 -16.9552 0.08 -0.21 -0.01
H 2.1385 22.2393 -18.3774 -0.08 -0.13 -0.23
H 3.2523 20.8678 -18.5360 -0.05 -0.10 -0.08
H 1.5420 19.3044 -17.7681 -0.29 0.08 0.51
H 0.8510 20.1484 -19.0924 0.02 0.35 -0.04
H -3.4527 22.2807 -17.5080 0.06 0.38 -0.22
H -2.2120 23.4955 -18.0379 -0.18 0.08 -0.06
H -2.8374 23.4487 -16.3411 0.07 0.06 -0.01
C -6.8531 20.7930 -19.4398 -0.74 0.34 0.11
C -5.5384 21.0054 -18.7235 -0.53 0.82 -0.27
O -5.7989 20.7606 -17.3423 0.65 -0.93 0.68
C -5.8248 21.6746 -16.4037 -0.76 0.50 -0.05
O -5.6547 22.8688 -16.5014 0.24 0.03 -0.43
O -6.1947 21.0641 -15.2795 0.15 -0.52 0.40
C -6.4529 21.8886 -14.1413 0.51 -0.18 0.02
H -7.5674 20.2716 -18.7982 0.30 -0.27 0.15
H -6.8209 20.2087 -20.3578 0.14 0.39 -0.13
H -7.3411 21.7605 -19.5876 0.02 -0.02 -0.45
H -5.1793 22.0318 -18.8338 -0.13 0.08 0.02
H -4.7385 20.3700 -19.0969 -1.61 0.35 1.03
H -5.9067 22.8222 -14.2342 -0.46 0.25 -0.06
H -6.0535 21.3926 -13.2560 -0.07 -0.25 -0.13
H -7.5344 21.9676 -14.0487 0.02 0.46 0.08
C -6.8602 23.7578 -10.7381 0.51 -0.37 1.27
C -7.7484 24.4734 -11.7058 -0.41 -0.31 -0.12
O -6.9613 24.7300 -12.8610 1.09 -0.35 0.68
C -7.4515 25.3237 -13.9149 -1.35 0.74 -0.41
O -8.6066 25.6037 -14.1330 0.08 -0.25 0.18
O -6.4392 25.5995 -14.7065 1.47 0.12 -0.23
C -6.7115 26.1286 -15.9689 -1.25 0.44 -1.82
H -7.4154 23.3799 -9.8744 -0.31 0.03 -0.23
H -6.0981 24.3866 -10.2718 0.02 0.23 -0.41
H -6.3422 22.8910 -11.1488 -0.14 0.08 -0.32
H -8.1209 25.4100 -11.2938 -0.11 0.03 -0.08
H -8.5851 23.8341 -11.9907 -0.16 0.16 0.00
H -7.2921 25.4263 -16.5765 0.05 -0.11 0.21
H -5.8273 26.3607 -16.5584 0.53 -0.36 0.68
H -7.2924 27.0562 -15.9806 -0.04 -0.09 0.64
C -3.0609 19.6264 -19.5557 2.09 0.01 0.08
N -4.0431 19.5713 -20.5859 0.40 -0.81 -1.07
C -3.9778 20.5523 -21.6554 0.66 -0.35 1.73
C -4.9576 18.5747 -20.6206 0.25 -0.67 -0.03
O -5.1201 17.7622 -19.7285 -0.02 0.11 0.10
H -3.2508 20.3746 -18.7794 0.27 -0.19 -0.03
H -2.1139 19.9349 -20.0114 -0.03 -0.01 -0.01
H -2.8658 18.6745 -19.0704 -0.46 -0.18 -0.05
H -4.6203 20.2917 -22.4894 0.64 -0.81 0.70
H -4.3218 21.5186 -21.2587 0.14 -0.59 0.16
H -2.9510 20.7616 -21.9613 0.16 -0.50 -0.16
H -5.5281 18.5108 -21.5591 -0.07 0.32 0.01
C -9.6344 22.0896 -16.9481 -0.40 0.75 0.78
N -10.2807 21.6933 -18.1878 1.19 0.59 1.03
C -10.3016 22.7975 -19.1436 -0.53 -0.37 0.07
C -10.6361 20.4230 -18.3911 0.07 -0.49 -0.76
O -11.0243 19.9593 -19.4490 -0.34 0.09 -0.15
H -10.2428 22.8361 -16.4180 -0.02 0.04 -0.21
H -8.6839 22.5899 -17.1489 0.13 -0.24 -0.09
H -9.4805 21.3127 -16.2001 0.00 -0.46 -0.49
H -11.1176 23.4546 -18.8335 -0.03 0.13 -0.41
H -9.3835 23.3813 -19.0852 0.12 -0.15 0.02
H -10.4260 22.4403 -20.1612 -0.21 -0.08 0.04
H -10.5186 19.7590 -17.5195 0.08 0.31 0.21
C -10.4868 16.5987 -21.0476 -0.54 0.22 1.05
N -9.5691 17.3612 -21.8592 -0.21 0.14 -0.66
C -9.2857 16.9311 -23.2094 0.59 -0.33 0.13
C -9.0497 18.5115 -21.3846 0.23 -0.27 0.80
O -8.2052 19.2071 -21.9198 0.04 -0.09 -0.48
H -9.9829 16.0324 -20.2575 0.15 -0.12 -0.23
H -11.1202 15.9112 -21.6028 0.27 0.06 -0.41
H -11.1737 17.2710 -20.5227 0.09 0.06 -0.09
H -8.9191 15.9015 -23.1911 -0.14 -0.04 -0.10
H -10.1546 16.9985 -23.8642 -0.08 0.03 0.04
H -8.4762 17.5455 -23.5960 -0.11 0.11 -0.06
H -9.4266 18.7473 -20.3820 -0.09 0.02 -0.04
C -6.0239 24.7506 -19.3213 0.61 -1.02 -0.58
N -6.0977 25.9633 -20.1089 -0.05 -0.16 0.63
C -4.9275 26.7950 -20.2253 0.43 0.57 -0.63
C -7.2580 26.2907 -20.7326 0.35 0.54 1.09
O -8.3097 25.7139 -20.5587 -0.21 -0.29 -0.50
H -5.3429 24.7887 -18.4722 -0.17 0.57 0.12
H -5.5937 23.9495 -19.9438 -0.20 -0.03 -0.01
H -6.9996 24.4066 -18.9947 -0.12 0.25 0.00
H -4.2869 26.5192 -21.0709 -0.10 -0.05 -0.02
H -5.2348 27.8346 -20.3574 0.02 -0.05 -0.15
H -4.2721 26.7983 -19.3549 -0.38 -0.35 0.29
H -7.1488 27.2327 -21.2960 -0.18 -0.14 -0.25
Br -3.4195 18.0285 -12.3446 -0.16 -0.10 0.22
C -5.2031 17.2475 -12.2086 0.22 0.14 -0.09
C -6.2618 18.2831 -11.8996 0.88 -0.17 0.29
Br -6.1417 18.8609 -10.0320 -0.23 -0.20 -0.08
H -5.2033 16.4693 -11.4503 0.23 0.00 -0.02
H -5.3505 16.8011 -13.1884 -0.24 0.03 0.00
H -7.2223 17.8142 -12.0903 -0.25 0.47 0.11
H -6.0564 19.2115 -12.4165 -0.45 -0.14 -0.49
```
Positions in Å, forces in eV/Å.

Löwdin population analysis, charges in e, atoms 1 to 4:
1 C -0.055
2 C -0.189
3 O 0.056
4 C -0.552



Below is a cluster of 13 separate species, H26O13 in total at a distorted geometry, with properties calculated with ωB97M-V/def2-TZVPD.

Results
DFT total energy: -993.5904 Eh
relative energy (zero: lowest compared OMol25 entry of this formula, charge and spin): 4.975 eV

Structure (XYZ):
```
39
Properties=species:S:1:pos:R:3:forces:R:3
H -0.2865 0.8181 0.3637 0.23 0.09 -0.23
H 1.1370 0.4115 -0.0718 1.35 0.94 -1.49
H 1.9585 -1.7937 1.4802 0.95 -2.36 1.80
H 3.0479 -2.8835 1.8880 1.34 -0.16 -0.36
H -5.6899 1.8532 -0.6790 -0.55 0.08 0.20
H -4.3537 1.6060 -1.3058 -1.37 -1.28 0.49
H -2.0955 -1.5216 -3.7584 0.51 0.19 0.96
H -2.4297 -2.5251 -2.7735 -1.51 -2.38 0.69
H 2.2026 0.4479 -3.0768 -0.83 0.86 2.09
H 2.4182 0.0906 -1.6178 -0.24 -0.35 -0.18
H 5.1285 0.4346 -1.4389 2.73 -0.92 0.69
H 6.0712 0.6019 -0.2341 0.31 -0.31 -0.44
H 0.6866 -2.2033 -1.1826 1.62 -0.24 -0.43
H 1.9694 -2.6582 -0.4697 0.11 -0.43 0.39
H -1.7869 -0.2643 -0.3951 -0.53 -0.15 -0.39
H -2.9190 0.7272 -0.4821 -1.06 1.11 1.56
H -3.6020 3.2264 1.5978 0.26 -0.40 -0.45
H -2.3043 3.1901 2.3377 -0.40 -0.92 -1.73
H 1.5850 2.0957 1.6954 -0.30 -0.17 -0.42
H 2.9771 1.5919 2.1074 -0.12 0.00 -0.01
H -4.1025 -0.9870 1.4567 0.70 -0.88 -1.02
H -4.0537 -1.9588 0.2312 -0.31 0.09 -0.24
H 2.7722 1.9975 -0.3595 -1.50 3.16 -0.69
H 1.4440 2.9490 -0.4811 0.68 -0.36 -0.20
H -0.6715 -2.0553 3.1514 -0.52 -1.08 0.38
H 0.0859 -2.2819 2.0328 1.24 0.13 -1.78
O 0.3815 0.1230 0.3728 -1.75 -1.08 1.77
O 2.1611 -2.6310 2.0674 -1.64 2.79 -1.68
O -5.1266 1.1084 -0.8910 1.71 1.34 -0.80
O -1.8952 -1.7813 -2.8304 1.19 1.89 -1.80
O 1.9496 0.7595 -2.1378 1.13 -1.10 -2.14
O 6.0588 0.1334 -1.0903 -3.04 1.28 -0.28
O 1.6649 -2.3760 -1.3296 -1.71 0.73 0.04
O -2.4609 0.1031 -0.9893 1.69 -0.68 -1.22
O -2.7200 2.8250 1.4918 0.19 1.25 2.14
O 2.2808 2.2159 2.3296 0.45 0.09 0.89
O -3.5027 -1.5282 0.8810 -0.47 0.66 1.63
O 2.4180 2.9669 -0.5034 0.88 -2.29 0.65
O -0.3982 -2.8275 2.6130 -1.40 0.84 1.59
```
Positions in Å, forces in eV/Å.

Löwdin population analysis, charges in e, atoms 1 to 4:
1 H 0.051
2 H -0.040
3 H 0.079
4 H 0.021



Below is a structure of composition C4H9N3S at a distorted geometry, with properties calculated with ωB97M-V/def2-TZVPD.

Results
DFT total energy: -719.9658 Eh
relative energy (zero: lowest compared OMol25 entry of this formula, charge and spin): 8.369 eV

Structure (XYZ):
```
17
Properties=species:S:1:pos:R:3:forces:R:3
C -0.2383 -2.0902 -0.7862 2.79 0.94 2.83
C 1.0877 -0.9960 0.9958 -0.89 2.14 -1.17
C -1.0914 1.2905 0.0249 -3.58 -4.60 -1.93
C -0.0029 2.1229 0.0069 6.35 -0.16 -0.64
H -0.8999 -1.8754 -1.5967 -0.66 -0.08 -0.01
H 0.6755 -2.6577 -1.1467 -1.21 0.62 0.40
H -0.6083 -2.5360 0.2256 -0.18 0.13 -2.52
H 1.3450 -0.0563 1.5775 -0.15 -0.93 -0.81
H 1.0900 -3.2579 1.0400 2.14 5.02 0.50
H -2.1315 1.6626 0.1604 0.70 -0.20 -0.29
H 0.9114 1.3114 -0.0746 -1.71 2.26 -0.44
H 0.0301 2.2313 1.0609 0.76 2.07 1.39
H -1.5148 4.1281 -1.3526 3.70 -1.12 0.25
N 0.2899 -0.6899 -0.2273 -1.49 -2.31 0.01
N 1.6406 -2.0530 1.3704 -1.97 -4.80 0.08
N -1.0235 -0.0081 -0.0715 0.10 0.95 1.27
S 0.4405 3.4735 -1.2067 -4.70 0.06 1.08
```
Positions in Å, forces in eV/Å.

Löwdin population analysis, charges in e, atoms 1 to 4:
1 C -0.074
2 C -0.351
3 C -0.300
4 C -0.673



Below is a cluster of 2 separate species, C7H17NO in total at a distorted geometry, with properties calculated with ωB97M-V/def2-TZVPD.

Results
DFT total energy: -406.7678 Eh
relative energy (zero: lowest compared OMol25 entry of this formula, charge and spin): 4.424 eV

Structure (XYZ):
```
26
Properties=species:S:1:pos:R:3:forces:R:3
C 1.3881 -0.1562 -0.2655 -0.23 0.27 2.30
C -0.4342 0.1542 0.6629 4.95 -0.46 -1.81
C -0.9864 -0.0701 -0.6203 -6.67 -0.95 1.45
C 1.6435 0.4173 -1.6490 -0.56 -0.01 0.05
C 2.2753 0.5459 0.7502 0.21 -0.05 -0.17
C 1.6113 -1.6567 -0.2310 -0.12 0.09 0.05
C -3.5129 0.4834 0.5055 0.27 0.29 0.16
N -2.6775 -0.5327 -0.0928 1.40 0.19 -1.87
O -0.5269 1.4287 1.1304 -0.29 0.24 0.16
H -0.1761 1.4788 2.0265 0.01 -0.03 -0.10
H -2.6463 -1.3684 0.4891 0.44 0.28 -0.14
H -0.4606 -0.6328 1.4159 0.08 0.00 -0.23
H -0.7920 -0.9458 -1.2189 0.42 0.00 0.24
H -1.2069 0.8254 -1.1877 0.31 0.06 -0.12
H 2.7054 0.3354 -1.9144 -0.02 0.06 0.27
H 1.1177 -0.1314 -2.4317 -0.20 0.06 -0.01
H 1.3575 1.4696 -1.6932 0.05 0.02 -0.11
H 2.0990 1.6232 0.7603 -0.08 0.02 -0.01
H 3.3366 0.4037 0.5102 0.02 0.00 0.02
H 2.1196 0.1651 1.7622 -0.01 -0.05 0.03
H 2.6435 -1.9084 -0.5052 -0.03 0.08 -0.03
H 0.9628 -2.1821 -0.9344 -0.04 -0.05 -0.01
H 1.4384 -2.0674 0.7662 -0.01 -0.01 0.00
H -4.5497 0.1350 0.6010 0.14 -0.07 -0.07
H -3.1961 0.8237 1.5073 -0.02 0.04 -0.10
H -3.5330 1.3628 -0.1438 -0.02 -0.02 0.05
```
Positions in Å, forces in eV/Å.

Löwdin population analysis, charges in e, atoms 1 to 4:
1 C -0.473
2 C -0.288
3 C -0.067
4 C -0.085



Below is the molecule C3H3NO at a distorted geometry, with properties calculated with ωB97M-V/def2-TZVPD.

Results
DFT total energy: -246.0471 Eh
relative energy (zero: lowest compared OMol25 entry of this formula, charge and spin): 1.210 eV
SMILES: C#CC(N)=O

Structure (XYZ):
```
8
Properties=species:S:1:pos:R:3:forces:R:3
C -1.1184 -0.4832 -1.7997 0.55 0.23 0.74
C -0.5676 -0.2369 -0.7525 -0.57 -0.29 -1.31
C 0.1387 0.1116 0.4693 -0.76 0.47 1.13
N 1.4920 0.2175 0.3343 2.86 -2.21 -0.28
O -0.4491 0.3817 1.5089 0.49 -0.34 -0.91
H -1.5611 -0.6758 -2.7562 0.01 0.00 0.32
H 1.9860 -0.4126 -0.4162 -1.58 1.82 1.87
H 2.0076 0.1635 1.2589 -1.01 0.32 -1.56
```
Positions in Å, forces in eV/Å.

Löwdin population analysis, charges in e, atoms 1 to 4:
1 C 0.143
2 C -0.041
3 C -0.597
4 N 0.110



Below is the molecule C15H24N2O, with properties calculated with ωB97M-V/def2-TZVPD.

Results
DFT total energy: -770.7554 Eh
relative energy (zero: lowest compared OMol25 entry of this formula, charge and spin): 0.000 eV
SMILES: O=C1CCC[C@@H]2[C@H]3C[C@@H](CN12)[C@H]1CCCCN1C3

Structure (XYZ):
```
42
Properties=species:S:1:pos:R:3:forces:R:3
O -1.2582 2.3105 1.2269 -0.13 0.37 -0.19
C -0.4116 1.5283 1.6270 0.24 0.15 0.36
C 0.8880 2.0240 2.2257 0.08 0.04 -0.21
C 2.0276 1.0501 1.9901 -0.02 -0.01 0.25
C 1.6386 -0.2989 2.5773 -0.11 0.07 -0.13
C 0.3321 -0.8448 1.9871 0.46 -0.38 0.12
C 0.5591 -1.8287 0.8112 -0.05 -0.06 -0.04
C -0.7881 -2.4154 0.3923 0.02 0.06 -0.06
C -1.6545 -1.2518 -0.0856 0.12 -0.10 0.01
C -1.8636 -0.3095 1.0998 -0.35 0.13 -0.32
N -0.6072 0.1934 1.6124 -0.41 -0.16 0.51
C -0.9588 -0.5745 -1.2794 -0.53 0.06 0.19
C -1.7395 0.6018 -1.8575 0.09 -0.18 -0.12
C -1.1174 1.0329 -3.1921 0.00 -0.03 0.00
C 0.3954 0.7803 -3.1884 0.05 0.06 0.12
C 0.9350 0.8831 -1.7619 0.11 0.20 -0.22
N 0.3490 -0.1012 -0.8678 0.16 -0.18 -0.38
C 1.1899 -1.1827 -0.4274 0.12 -0.14 0.21
H 0.7235 2.1630 3.2985 -0.01 0.02 0.00
H 1.0979 3.0039 1.7953 -0.12 -0.04 0.03
H 2.2108 0.9712 0.9204 0.09 0.01 -0.07
H 2.9414 1.4109 2.4679 0.01 0.00 -0.09
H 2.4316 -1.0317 2.4192 -0.03 -0.07 0.05
H 1.5152 -0.1762 3.6563 0.05 -0.02 0.01
H -0.1608 -1.4455 2.7721 0.09 0.06 -0.12
H 1.2180 -2.6273 1.1693 -0.03 0.05 0.03
H -0.6462 -3.1442 -0.4092 0.00 -0.05 -0.02
H -1.2652 -2.9270 1.2318 -0.02 -0.04 0.03
H -2.6327 -1.6171 -0.4148 0.03 0.03 0.00
H -2.4664 0.5545 0.8203 0.01 -0.14 0.10
H -2.3809 -0.8564 1.9000 0.00 0.03 -0.05
H -0.8703 -1.3552 -2.0668 0.02 0.03 0.03
H -1.7008 1.4245 -1.1442 -0.07 0.03 0.09
H -2.7844 0.3229 -2.0006 -0.05 0.01 0.07
H -1.3178 2.0926 -3.3550 -0.03 0.01 -0.07
H -1.5746 0.4801 -4.0157 -0.03 0.06 -0.02
H 0.9062 1.5014 -3.8278 0.04 -0.05 -0.05
H 0.6146 -0.2167 -3.5777 0.04 0.00 -0.04
H 0.7068 1.8826 -1.3688 0.13 0.05 -0.09
H 2.0224 0.7656 -1.7655 -0.04 0.03 0.08
H 2.1859 -0.8031 -0.1937 0.02 0.01 -0.04
H 1.3099 -1.9699 -1.2012 0.05 0.06 0.04
```
Positions in Å, forces in eV/Å.

Löwdin population analysis, charges in e, atoms 1 to 4:
1 O 0.039
2 C -0.454
3 C -0.088
4 C -0.181